44
Properties=species:S:1:pos:R:3:lowdin_charge:R:1 method="wB97M-V/def2-TZVPD" gap_ev=8.32 smiles="COc1ccc(NC(=O)COC(=O)COc2cccc(Br)c2)cc1OC" total_energy_ha=-3776.92245 total_charge=0
C 1.77 -3.41 -3.30 -0.08
H 0.73 -3.71 -3.13 0.09
O 2.27 -2.64 -2.23 -0.07
C 1.64 -1.48 -1.93 -0.22
C 0.55 -0.97 -2.61 -0.07
C -0.06 0.21 -2.19 -0.05
C 0.43 0.90 -1.10 -0.22
C 1.55 0.41 -0.42 0.05
C 2.15 -0.76 -0.83 -0.21
O 3.23 -1.33 -0.21 -0.06
C 3.82 -0.63 0.86 -0.07
H 4.67 -1.24 1.17 0.10
H 4.17 0.36 0.55 0.10
H 3.13 -0.52 1.70 0.09
H 1.93 0.97 0.41 0.10
N -0.26 2.04 -0.67 0.15
C 0.14 2.96 0.23 -0.43
O 1.23 3.04 0.75 0.09
C -1.01 3.92 0.62 -0.04
H -1.56 4.27 -0.26 0.13
H -0.60 4.77 1.18 0.14
O -1.88 3.23 1.52 0.05
C -2.80 2.43 1.02 -0.47
O -3.07 2.33 -0.15 0.11
C -3.43 1.60 2.13 -0.07
O -2.42 0.85 2.77 -0.02
C -1.77 -0.12 2.07 -0.25
C -0.60 -0.61 2.65 0.01
C 0.11 -1.63 2.05 -0.07
C -0.32 -2.19 0.86 -0.13
C -1.48 -1.70 0.29 -0.65
C -2.20 -0.66 0.86 -0.06
H -3.09 -0.30 0.36 0.10
Br -2.14 -2.49 -1.30 0.79
H 0.23 -2.99 0.39 0.11
H 1.01 -2.00 2.51 0.11
H -0.28 -0.18 3.59 0.12
H -4.23 0.98 1.73 0.14
H -3.82 2.26 2.91 0.14
H -1.18 2.14 -1.08 0.13
H -0.93 0.57 -2.72 0.12
H 0.13 -1.49 -3.46 0.10
H 1.84 -2.88 -4.25 0.10
H 2.40 -4.30 -3.34 0.09



115
Properties=species:S:1:pos:R:3:lowdin_charge:R:1 method="wB97M-V/def2-TZVPD" multiplicity=3 s_squared=2.151 gap_ev="5.41 / 5.55" total_energy_ha=-3185.46388 total_charge=+1
Mo -0.54 0.09 -0.33 1.68
C -1.52 -0.37 -7.04 -0.07
C -1.35 0.90 -6.19 -0.17
C -1.41 0.61 -4.72 -0.12
C -2.54 0.69 -3.89 -0.13
C -3.89 1.21 -4.29 -0.20
C -4.76 0.11 -4.91 -0.06
C -2.25 0.07 -2.66 -0.16
C -3.24 -0.34 -1.73 0.03
C -3.15 -1.08 -0.56 -0.30
C -4.20 -1.70 0.22 -0.13
C -5.64 -1.67 -0.15 -0.17
C -5.95 -2.59 -1.34 -0.07
C -3.58 -2.33 1.27 -0.12
C -2.16 -2.11 1.15 -0.22
C -1.10 -2.73 1.83 0.09
C 0.21 -2.54 1.36 -0.19
N 0.38 -1.53 0.47 -0.12
C 1.48 -1.67 -0.27 -0.24
C 1.19 -0.71 -1.36 -0.11
C -0.15 -1.22 -1.91 -0.37
N -0.24 -2.41 -2.67 0.09
C 0.61 -2.17 -3.85 -0.11
C 0.61 -0.97 -4.46 0.07
C -0.42 -0.05 -4.00 -0.12
N -0.86 -0.23 -2.70 -0.01
C 1.20 -3.50 -3.68 -0.09
C 0.45 -3.67 -2.55 -0.11
C 0.13 -4.73 -1.58 -0.14
C -1.38 -4.79 -1.28 -0.06
C 2.16 -4.29 -4.50 -0.19
C 2.13 -5.78 -4.20 -0.09
C 2.20 -2.77 0.24 -0.15
C 1.42 -3.31 1.28 -0.13
C 1.83 -4.51 2.06 -0.18
C 0.74 -5.14 2.93 -0.09
C 3.49 -3.35 -0.27 -0.19
C 4.11 -2.53 -1.40 -0.08
N -1.96 -1.32 0.06 -0.10
C -4.21 -3.19 2.33 -0.17
C -4.22 -4.67 1.90 -0.07
H -1.57 -0.12 -8.10 0.08
H -2.44 -0.89 -6.77 0.07
H -0.69 -1.06 -6.88 0.06
H -2.14 1.61 -6.46 0.10
H -0.40 1.37 -6.44 0.12
H -3.76 2.02 -5.01 0.10
H -4.41 1.63 -3.42 0.10
H -4.31 -0.26 -5.83 0.06
H -5.75 0.50 -5.15 0.08
H -4.87 -0.73 -4.23 0.07
H -4.25 -0.09 -2.04 0.11
H -5.92 -0.64 -0.40 0.11
H -6.25 -1.98 0.70 0.11
H -5.31 -2.36 -2.19 0.06
H -6.99 -2.47 -1.66 0.08
H -5.80 -3.63 -1.07 0.07
H -1.33 -3.42 2.62 0.11
H 1.95 -0.35 -2.04 0.10
H 1.22 -0.75 -5.33 0.13
H 0.65 -4.55 -0.64 0.10
H 0.48 -5.69 -1.97 0.11
H -1.74 -3.83 -0.91 0.06
H -1.57 -5.55 -0.53 0.08
H -1.94 -5.05 -2.18 0.08
H 3.17 -3.91 -4.31 0.11
H 1.96 -4.11 -5.56 0.12
H 2.42 -5.97 -3.16 0.07
H 2.83 -6.31 -4.84 0.08
H 1.13 -6.19 -4.36 0.08
H 2.68 -4.23 2.70 0.12
H 2.23 -5.26 1.37 0.11
H 0.40 -4.44 3.69 0.08
H 1.13 -6.02 3.44 0.08
H -0.11 -5.44 2.31 0.07
H 3.30 -4.37 -0.63 0.11
H 4.20 -3.44 0.56 0.12
H 3.44 -2.48 -2.25 0.05
H 5.05 -2.99 -1.72 0.08
H 4.33 -1.51 -1.06 0.08
H -5.23 -2.85 2.51 0.11
H -3.66 -3.08 3.26 0.11
H -4.72 -4.78 0.94 0.07
H -4.75 -5.27 2.64 0.08
H -3.21 -5.05 1.80 0.06
S -2.69 1.41 1.17 0.67
C -1.51 0.85 2.23 -1.12
N -0.30 0.59 1.76 -0.15
C 0.58 0.17 2.75 -0.31
C 1.94 -0.08 2.59 -0.02
C 2.66 -0.53 3.68 -0.07
C 2.05 -0.72 4.92 -0.08
C 0.71 -0.43 5.10 -0.08
C -0.01 0.04 4.01 -0.45
S -1.70 0.52 3.93 1.06
H 2.40 0.07 1.62 0.11
H 3.72 -0.73 3.57 0.11
H 2.63 -1.08 5.75 0.11
H 0.23 -0.56 6.06 0.11
N -0.38 2.06 -0.88 0.06
C -0.86 3.08 -1.15 -0.20
N -1.40 4.20 -1.49 -0.05
C -2.56 4.74 -0.76 -0.08
C -3.80 4.58 -1.64 -0.17
O -3.61 5.15 -2.92 -0.11
C -2.51 4.59 -3.61 -0.17
C -1.22 4.77 -2.83 -0.07
H -2.37 5.79 -0.56 0.14
H -2.69 4.20 0.18 0.10
H -4.64 5.10 -1.19 0.14
H -4.04 3.51 -1.73 0.12
H -2.45 5.10 -4.57 0.14
H -2.68 3.52 -3.78 0.10
H -1.01 5.84 -2.71 0.14
H -0.39 4.28 -3.33 0.14